16
Properties=species:S:1:pos:R:3:forces:R:3 method="wB97M-V/def2-TZVPD" energy_ha=-760.96599 gap_ev=9.901 e_above_lowest_kj_mol=36.9 multiplicity=1 total_charge=0 homo_energy_ev=-9.16 fmax_ev_per_a=3.163 smiles=C[C@@H]1O[C@H]1c1nccs1
C -0.22165 0.93038 1.32157 -0.96 0.10 -0.30
H -0.13056 -3.65697 -0.81468 -0.04 -0.23 0.01
H 0.56628 -2.86470 -3.25083 -0.01 -0.19 -0.16
H -0.72361 0.05176 1.72226 0.08 -0.01 -0.04
S 0.79396 -0.58378 -2.40607 -0.21 -0.33 0.74
H 0.61703 1.68143 -0.69086 -0.38 -2.00 1.71
O 1.16741 0.80512 1.23719 1.27 -0.12 0.65
C -0.79890 2.25815 1.72379 0.24 -0.17 0.04
N 0.08515 -1.66625 -0.19288 -0.15 0.22 0.90
C 0.47465 -2.27029 -2.36502 0.06 0.21 -0.03
H -0.15384 3.06688 1.38848 0.02 0.07 -0.05
C 0.12042 -2.65585 -1.11040 0.13 -0.17 -0.70
H -0.88334 2.30796 2.80759 -0.04 0.08 0.07
H -1.78830 2.38218 1.28940 -0.10 0.02 0.00
C 0.41108 -0.52813 -0.69377 0.27 0.00 -0.92
C 0.46420 0.74210 0.03424 -0.16 2.51 -1.91